18
Properties=species:S:1:pos:R:3:lowdin_charge:R:1 method="wB97M-V/def2-TZVPD" energy_ev=-8899.0393 de_lowest_ev=2.6581 e_lumo_ev=0.9 smiles="CCN(C)C(C)=O" total_charge=0 max_force_ev_per_a=3.495 homo_ev=-9.31 orbital_gap_ev=10.2
C -1.764 -0.363 -1.095 -0.090
C -1.110 0.325 0.072 -0.259
N 0.328 0.249 -0.152 -0.119
C 0.846 1.172 -1.122 -0.116
C 1.300 -0.110 0.828 -0.482
C 0.952 -1.244 1.856 -0.042
O 2.435 0.331 0.883 0.041
H -1.020 -0.102 -1.981 0.107
H -2.774 0.086 -1.138 0.088
H -1.575 -1.416 -1.044 0.061
H -1.522 1.258 0.036 0.079
H -1.482 -0.148 1.012 0.126
H 1.551 0.707 -1.861 0.108
H 0.066 1.595 -1.743 0.065
H 1.280 2.218 -0.959 0.113
H 0.560 -0.870 2.913 0.096
H 2.001 -1.873 1.962 0.131
H -0.071 -1.817 1.531 0.094

226
Properties=species:S:1:pos:R:3:lowdin_charge:R:1 method="wB97M-V/def2-TZVPD" energy_ev=-143832.6253 e_lumo_ev=0.0 total_charge=0 max_force_ev_per_a=3.306 homo_ev=-8.15 orbital_gap_ev=8.2
Mg 1.369 0.459 3.071 0.682
C 2.058 4.334 4.278 0.005
C 1.793 2.875 3.797 -0.677
O 0.607 2.461 3.907 -0.053
O 2.757 2.221 3.256 -0.075
H 3.080 4.533 4.606 0.071
H 1.248 4.652 4.919 0.068
H 2.090 4.874 3.330 0.077
Cl 0.200 0.242 0.076 0.699
O -1.163 0.163 0.562 -0.350
O 0.705 -1.086 -0.085 -0.312
O 0.250 1.049 -1.116 -0.336
O 0.951 1.006 1.142 -0.387
C 5.286 5.104 -2.176 -0.021
C 4.266 3.911 -2.395 -0.480
C 2.943 4.443 -3.006 -0.125
C 3.114 4.616 -4.501 -0.192
C 3.607 3.393 -5.142 -0.158
C 4.902 2.880 -4.541 -0.561
N 4.674 2.752 -3.158 -0.034
O 5.964 2.302 -2.508 -0.039
C 5.145 1.468 -5.090 -0.013
C 6.079 3.797 -4.992 -0.004
C 3.853 3.413 -0.946 -0.020
H 5.142 5.677 -1.237 0.087
H 5.142 5.820 -2.984 0.057
H 6.297 4.717 -2.187 0.070
H 2.150 3.712 -2.795 0.109
H 2.754 5.365 -2.451 0.125
H 3.871 5.407 -4.645 0.108
H 2.224 5.041 -4.968 0.104
H 3.765 3.512 -6.208 0.128
H 2.882 2.575 -5.034 0.122
H 5.931 1.033 -4.474 0.084
H 4.218 0.927 -4.956 0.071
H 5.394 1.534 -6.141 0.083
H 5.881 4.808 -4.656 0.057
H 6.996 3.422 -4.558 0.079
H 6.173 3.633 -6.061 0.081
H 4.707 3.052 -0.344 0.079
H 3.215 2.542 -1.095 0.063
H 3.341 4.248 -0.455 0.082
H 5.773 1.396 -2.244 0.045
C -7.821 -5.870 2.139 -0.019
C -8.356 -4.447 2.468 -0.502
C -8.115 -4.165 3.965 -0.132
C -8.284 -2.677 4.394 -0.152
C -7.511 -1.782 3.453 -0.154
C -7.784 -2.013 1.959 -0.502
N -7.596 -3.428 1.740 -0.100
O -7.712 -3.656 0.378 -0.050
C -9.153 -1.310 1.642 -0.013
C -6.666 -1.236 1.196 -0.029
C -9.903 -4.368 2.306 -0.022
H -8.097 -6.050 1.100 0.081
H -8.357 -6.522 2.808 0.074
H -6.750 -6.038 2.299 0.085
H -8.903 -4.769 4.422 0.112
H -7.169 -4.613 4.296 0.118
H -7.998 -2.514 5.427 0.108
H -9.346 -2.377 4.330 0.104
H -6.423 -1.970 3.507 0.109
H -7.703 -0.722 3.641 0.124
H -9.418 -1.476 0.597 0.075
H -9.979 -1.652 2.270 0.065
H -9.019 -0.224 1.744 0.091
H -6.758 -0.180 1.453 0.071
H -5.637 -1.524 1.458 0.078
H -6.769 -1.268 0.110 0.080
H -10.410 -3.652 2.959 0.074
H -10.276 -5.384 2.444 0.083
H -10.171 -4.141 1.268 0.077
H -8.607 -3.511 0.037 0.093
C 1.783 -2.188 -4.532 -0.090
O 2.621 -3.176 -3.960 -0.198
C 2.173 -3.838 -2.808 -0.213
C 3.201 -4.894 -2.389 -0.187
O 2.784 -5.522 -1.196 -0.142
C 3.806 -5.578 -0.145 -0.186
C 3.308 -6.124 1.134 -0.174
O 2.503 -5.107 1.867 -0.237
C 1.075 -4.968 1.386 -0.037
H 1.598 -1.348 -3.854 0.072
H 0.824 -2.674 -4.690 0.081
H 2.282 -1.843 -5.443 0.099
H 1.229 -4.379 -2.974 0.128
H 2.013 -3.137 -1.983 0.113
H 4.151 -4.402 -2.205 0.118
H 3.347 -5.617 -3.197 0.130
H 4.299 -4.603 -0.021 0.120
H 4.636 -6.232 -0.467 0.127
H 4.142 -6.405 1.787 0.113
H 2.769 -7.059 0.981 0.124
H 0.615 -4.237 2.071 0.074
H 0.605 -5.949 1.465 0.082
H 0.943 -4.581 0.364 0.076
C 7.630 -5.564 1.224 -0.119
O 7.147 -5.148 -0.012 -0.185
C 7.996 -4.276 -0.692 -0.216
C 8.035 -2.879 -0.170 -0.224
O 6.729 -2.355 -0.255 -0.140
C 6.700 -0.984 0.084 -0.195
C 5.327 -0.436 -0.172 -0.160
O 5.073 -0.280 -1.587 -0.190
C 3.686 -0.217 -1.841 -0.085
H 6.856 -6.174 1.684 0.085
H 8.011 -4.782 1.900 0.087
H 8.446 -6.268 1.029 0.091
H 7.693 -4.323 -1.751 0.143
H 9.083 -4.612 -0.628 0.144
H 8.744 -2.280 -0.760 0.133
H 8.420 -2.832 0.878 0.129
H 7.477 -0.462 -0.540 0.146
H 6.983 -0.802 1.144 0.115
H 5.100 0.530 0.265 0.130
H 4.585 -1.105 0.277 0.115
H 3.287 -1.195 -2.121 0.077
H 3.459 0.509 -2.638 0.086
H 3.148 0.106 -0.944 0.074
C -1.443 2.555 -8.080 -0.043
O -1.646 3.011 -6.670 -0.236
C -0.400 2.870 -5.988 -0.201
C -0.500 3.494 -4.572 -0.168
O -0.285 4.894 -4.441 -0.158
C -1.335 5.616 -5.067 -0.181
C -1.370 7.130 -4.691 -0.219
O -2.260 7.788 -5.503 -0.175
C -2.724 8.999 -5.007 -0.110
H -0.908 1.608 -7.969 0.083
H -0.883 3.301 -8.639 0.081
H -2.457 2.435 -8.470 0.087
H 0.396 3.332 -6.602 0.129
H -0.245 1.783 -5.907 0.099
H 0.267 3.067 -3.924 0.112
H -1.510 3.262 -4.162 0.120
H -2.288 5.146 -4.793 0.113
H -1.303 5.554 -6.162 0.128
H -0.364 7.584 -4.687 0.134
H -1.755 7.200 -3.654 0.110
H -2.016 9.779 -5.263 0.087
H -2.808 8.968 -3.916 0.085
H -3.729 9.138 -5.395 0.092
C -3.102 4.552 -2.160 -0.354
O -4.267 4.358 -2.418 0.011
N -2.487 4.118 -1.035 -0.178
C -1.062 4.198 -0.853 -0.040
C -3.202 3.327 -0.058 -0.047
H -2.527 5.273 -2.757 0.110
H -0.627 3.183 -0.762 0.075
H -0.831 4.706 0.100 0.097
H -0.618 4.659 -1.740 0.083
H -4.265 3.510 -0.149 0.087
H -3.017 2.251 -0.158 0.075
H -2.875 3.646 0.942 0.078
C -4.848 2.138 4.965 -0.363
O -5.918 1.583 5.017 0.009
N -4.056 2.143 3.839 -0.172
C -2.801 2.950 3.856 -0.024
C -4.437 1.352 2.700 -0.057
H -4.406 2.646 5.833 0.128
H -1.963 2.360 3.491 0.072
H -2.694 3.182 4.905 0.071
H -2.938 3.870 3.266 0.085
H -4.754 0.340 3.015 0.070
H -5.220 1.831 2.109 0.092
H -3.586 1.289 2.008 0.079
C 3.319 -2.018 2.410 -0.257
O 2.523 -1.071 2.389 -0.035
N 4.485 -1.967 3.048 -0.105
C 5.532 -3.050 2.820 0.003
C 5.065 -0.680 3.579 0.006
H 3.238 -2.966 1.918 0.123
H 4.980 -3.982 2.655 0.080
H 6.047 -3.190 3.769 0.091
H 6.178 -2.870 1.949 0.067
H 5.257 -0.760 4.659 0.082
H 6.003 -0.441 3.079 0.080
H 4.293 0.075 3.560 0.061
C -1.490 -0.980 3.522 -0.251
O -0.322 -0.586 3.434 -0.046
N -2.266 -0.712 4.583 -0.133
C -3.530 -1.500 4.823 -0.009
C -1.757 0.043 5.777 0.011
H -1.825 -1.670 2.736 0.125
H -4.273 -0.724 5.079 0.078
H -3.353 -2.219 5.627 0.094
H -3.725 -2.040 3.904 0.068
H -1.153 -0.576 6.424 0.087
H -1.145 0.785 5.274 0.072
H -2.641 0.436 6.254 0.079
C 2.361 -0.658 6.213 -0.301
O 2.070 -0.167 5.142 0.001
N 3.296 -0.221 7.058 -0.171
C 3.287 -0.665 8.454 -0.040
C 3.974 1.077 6.814 -0.010
H 1.929 -1.597 6.567 0.146
H 2.727 -1.594 8.487 0.082
H 2.762 0.075 9.058 0.092
H 4.320 -0.800 8.786 0.095
H 3.614 1.446 5.846 0.080
H 3.678 1.830 7.559 0.096
H 5.053 0.897 6.854 0.093
C -2.971 -3.936 1.539 -0.344
O -1.911 -3.699 2.075 -0.017
N -3.233 -3.758 0.231 -0.160
C -4.537 -4.038 -0.452 -0.027
C -2.257 -3.223 -0.721 -0.026
H -3.768 -4.315 2.162 0.128
H -5.307 -4.296 0.282 0.067
H -4.439 -4.852 -1.165 0.085
H -4.792 -3.127 -1.004 0.082
H -2.031 -3.989 -1.485 0.101
H -2.732 -2.323 -1.128 0.078
H -1.331 -2.963 -0.208 0.071
C -1.382 -0.300 -4.363 -0.292
O -0.992 -0.394 -5.537 -0.035
N -2.549 0.325 -4.008 -0.180
C -2.974 0.383 -2.628 -0.051
C -3.432 0.840 -5.048 -0.033
H -0.817 -0.609 -3.478 0.126
H -3.414 1.366 -2.458 0.078
H -2.142 0.354 -1.941 0.057
H -3.770 -0.343 -2.464 0.085
H -3.738 1.854 -4.773 0.089
H -2.827 0.812 -5.959 0.072
H -4.358 0.238 -5.146 0.097

63
Properties=species:S:1:pos:R:3:lowdin_charge:R:1 method="wB97M-V/def2-TZVPD" energy_ev=-116782.5818 de_lowest_ev=2.0399 e_lumo_ev="-0.9 / -0.9" total_charge=0 max_force_ev_per_a=3.627 homo_ev="-4.42 / -4.34" orbital_gap_ev="3.5 / 3.4"
P 0.365 -1.727 -2.763 0.892
P 0.379 1.866 -2.179 0.982
C 0.724 -0.363 -3.972 -0.360
C 1.321 0.912 -3.414 -0.357
H -0.181 -0.136 -4.563 0.074
H 1.469 -0.801 -4.675 0.086
H 2.322 0.728 -3.016 0.081
H 1.478 1.642 -4.230 0.080
C -0.497 3.006 -3.325 -0.202
H -0.857 3.889 -2.782 0.057
H -1.352 2.495 -3.786 0.056
H 0.194 3.312 -4.124 0.049
C 1.528 2.871 -1.177 -0.243
H 1.810 3.782 -1.739 0.060
H 2.484 2.332 -0.991 0.018
H 1.071 3.219 -0.229 0.038
C -0.796 -2.731 -3.734 -0.195
H -1.272 -3.460 -3.079 0.047
H -0.269 -3.270 -4.517 0.040
H -1.583 -2.130 -4.187 0.041
C 1.900 -2.672 -3.020 -0.219
H 2.759 -2.007 -3.136 0.040
H 1.779 -3.253 -3.939 0.037
H 2.079 -3.358 -2.192 0.043
Ba 2.292 1.230 1.833 1.656
C -1.296 0.864 -1.621 -0.364
C -1.776 -0.122 -2.597 -0.315
C -2.909 -0.960 -2.132 -0.231
C -2.685 -1.911 -0.886 -0.271
C -1.485 -2.695 -0.852 -0.219
C -0.148 -2.139 -1.012 -0.406
C 0.212 -0.709 -0.260 -0.219
C -0.904 0.325 -0.220 -0.234
C 2.409 -1.620 2.112 -0.364
H -2.015 1.724 -1.570 0.112
H -1.925 0.212 -3.643 0.073
H -3.258 -1.631 -2.928 0.092
H -3.731 -0.281 -1.839 0.094
H -2.742 -1.230 -0.012 0.069
H -3.553 -2.600 -0.704 0.116
H -1.631 -3.823 -0.817 0.095
H 0.649 -2.825 -0.681 0.098
H 1.066 -0.271 -0.829 0.055
H 0.587 -0.949 0.760 0.036
H -1.823 0.019 0.278 0.093
H -0.639 1.178 0.450 0.085
H 3.277 -1.513 2.794 -0.097
H 2.581 -2.436 1.395 -0.079
H 1.523 -1.865 2.724 -0.063
Br 2.889 1.714 4.982 0.682
C 1.161 1.595 5.963 -0.484
C 1.128 1.854 7.324 -0.112
C -0.087 1.694 8.019 -0.071
C -1.245 1.328 7.310 -0.069
C -1.209 1.097 5.928 0.002
C 0.005 1.292 5.252 -0.175
C 0.160 1.116 3.773 -0.773
O 0.437 -0.032 3.318 -0.159
O 0.154 2.171 3.037 -0.244
H 2.043 2.169 7.819 0.101
H -0.079 1.864 9.094 0.105
H -2.190 1.217 7.851 0.107
H -2.098 0.803 5.357 0.132